# C23H25N3O

The molecule C23H25N3O (ωB97M-V/def2-TZVPD, OMol25).

LUMO = 0.50 eV
Structure (SMILES) = CC(=O)N1CCN(c2ccc(NCc3cccc4ccccc34)cc2)CC1
HOMO level = -7.22 eV
Energy above the lowest of the compared OMol25 structures with the same formula, charge and spin = 6.1 kcal per mole
Net charge = 0
Electronic energy = -1130.96734 hartree

Structure (XYZ):
```
52
C23H25N3O | OMol25 | ωB97M-V/def2-TZVPD
C 3.32698 -6.93106 -2.83975
C 1.94933 -6.48808 -2.39584
O 1.04909 -7.27925 -2.18713
N 1.76858 -5.15504 -2.23582
C 2.75647 -4.14117 -2.53891
H 2.79320 -3.94631 -3.61967
C 2.44155 -2.84377 -1.79971
N 1.13207 -2.31382 -2.16174
C 0.64506 -1.32437 -1.28510
C -0.54659 -1.43017 -0.56916
C -0.97834 -0.40382 0.24485
C -0.23670 0.76945 0.39282
C 0.96540 0.86965 -0.30897
C 1.38877 -0.15522 -1.12980
H 2.31514 -0.04191 -1.67172
H 1.57487 1.75549 -0.22269
N -0.73900 1.79586 1.16600
H -1.45142 1.51372 1.82380
C 0.09481 2.88712 1.63024
C -0.67927 3.77864 2.56280
C -0.27151 3.92438 3.86383
C -0.96707 4.74826 4.76016
C -2.07848 5.42434 4.34702
C -2.53900 5.30203 3.01939
C -3.68657 5.99258 2.57627
C -4.12688 5.86781 1.28936
C -3.43568 5.04370 0.38920
C -2.31980 4.36069 0.78611
C -1.83638 4.46744 2.10856
H -1.80621 3.72120 0.08630
H -3.79347 4.95135 -0.62591
H -5.00674 6.39952 0.95763
H -4.21172 6.62369 3.27931
H -2.62225 6.06254 5.02867
H -0.61336 4.84017 5.77647
H 0.60728 3.39916 4.21129
H 0.99324 2.51337 2.14687
H 0.42719 3.46702 0.76009
H -1.90735 -0.51030 0.78832
H -1.14994 -2.32371 -0.62631
C 0.22897 -3.33547 -2.65152
H -0.80043 -2.99456 -2.55761
C 0.43622 -4.66265 -1.92742
H -0.28212 -5.41998 -2.25013
H 0.32703 -4.52404 -0.84455
H 0.42622 -3.48351 -3.72136
H 2.50086 -3.03259 -0.71565
H 3.21186 -2.10837 -2.05134
H 3.74459 -4.48120 -2.22135
H 4.06739 -6.70038 -2.07650
H 3.61075 -6.44184 -3.76859
H 3.30337 -8.00660 -2.99113
```

Atomic partial charges in e from the Löwdin method, atoms 1 to 8: atom 1 (C): 0.001, atom 2 (C): -0.511, atom 3 (O): 0.045, atom 4 (N): -0.062, atom 5 (C): -0.145, atom 6 (H): 0.132, atom 7 (C): -0.150, atom 8 (N): -0.111

---

# C23H25N3O5S

The molecule C23H25N3O5S (ωB97M-V/def2-TZVPD, OMol25).

LUMO = -0.30 eV
Structure (SMILES) = CCc1ccc(NS(=O)(=O)c2ccc3[nH]cc(C(=O)NC[C@@H]4CCCO4)c(=O)c3c2)cc1
HOMO level = -8.49 eV
Energy above the lowest of the compared OMol25 structures with the same formula, charge and spin = 32.2 kcal per mole
Net charge = 0
Electronic energy = -1830.14882 hartree

Structure (XYZ):
```
57
C23H25N3O5S | OMol25 | ωB97M-V/def2-TZVPD
C -1.51135 3.21023 -0.71355
H -1.87120 2.69913 -1.60282
H -0.92015 4.07064 -1.01873
H -2.37171 3.56087 -0.14744
C -0.66801 2.25560 0.13358
C -1.48328 1.07064 0.56441
C -1.61455 -0.02984 -0.27342
C -2.33801 -1.13833 0.12391
C -2.95239 -1.16363 1.37309
C -2.88495 -0.03804 2.18785
C -2.15151 1.06065 1.78341
H -2.08672 1.92173 2.43370
H -3.38694 -0.05700 3.14238
N -3.56281 -2.32289 1.86800
S -3.06302 -2.88797 3.38113
O -3.82456 -2.25468 4.41261
O -3.09813 -4.31531 3.28493
C -1.39168 -2.23168 3.45795
C -0.59530 -2.36914 2.34785
C 0.49224 -1.51599 2.15761
C 0.79352 -0.56950 3.15040
C 0.04875 -0.53321 4.33565
C -1.06452 -1.33164 4.46507
H -1.71941 -1.25539 5.31819
H 0.31175 0.17312 5.10917
N 1.78570 0.34286 2.91063
C 2.35559 0.44465 1.69377
C 2.09719 -0.41215 0.66958
C 1.19430 -1.53398 0.86440
O 0.97388 -2.41471 0.03718
C 2.69895 -0.06675 -0.65727
O 3.27862 0.99684 -0.82273
N 2.55347 -1.00500 -1.60866
C 2.76553 -0.69198 -2.99580
H 3.45374 0.15506 -3.03549
H 3.20690 -1.55090 -3.50689
C 1.42673 -0.31757 -3.67484
C 1.65870 0.34475 -5.03787
H 0.77963 0.20671 -5.66711
C 1.83143 1.82374 -4.66617
H 2.88211 2.10893 -4.66276
C 1.24131 1.91993 -3.24483
H 0.41453 2.62957 -3.17495
H 2.01157 2.19712 -2.51466
O 0.71719 0.64103 -2.92348
H 1.30417 2.47394 -5.36137
H 2.52565 -0.06681 -5.54946
H 0.78900 -1.20598 -3.72538
H 1.95015 -1.79311 -1.38011
H 3.04678 1.26068 1.53220
H 2.01399 1.01081 3.63393
H -0.82033 -3.09372 1.58091
H -3.59563 -3.08813 1.20971
H -2.40573 -2.00100 -0.52319
H -1.11249 -0.02641 -1.23012
H 0.18518 1.91496 -0.45522
H -0.29388 2.78824 1.01111
```

Atomic partial charges in e from the Löwdin method, atoms 1 to 8: atom 1 (C): -0.089, atom 2 (H): 0.075, atom 3 (H): 0.070, atom 4 (H): 0.075, atom 5 (C): -0.208, atom 6 (C): -0.242, atom 7 (C): -0.020, atom 8 (C): -0.018

---

# C23H25N3O5S

A structure of composition C23H25N3O5S in a non-equilibrium geometry (ωB97M-V/def2-TZVPD, OMol25).

LUMO = 0.14 eV
HOMO level = -6.91 eV
Energy above the lowest of the compared OMol25 structures with the same formula, charge and spin = 507.1 kcal per mole
Net charge = 0
Electronic energy = -1829.39196 hartree

Structure (XYZ):
```
57
C23H25N3O5S | OMol25 | ωB97M-V/def2-TZVPD
C 1.91761 0.86937 4.18998
H 1.94705 1.16480 5.29190
O 3.05876 1.07113 3.58260
C 3.34849 0.87582 2.30337
C 2.38185 0.71898 1.53242
C 2.66923 0.29243 0.10630
C 4.03473 0.28622 -0.36298
C 4.91952 0.84958 0.34828
C 4.70317 1.02936 1.68082
H 5.46852 1.20370 2.47370
H 5.89421 0.75790 -0.15841
O 4.05446 0.27243 -1.96797
C 5.35434 0.43105 -2.23429
H 5.66585 1.23110 -2.32173
H 5.98738 -0.32513 -1.95781
H 5.25848 -0.04979 -3.42138
N 1.62123 -0.00449 -0.70311
C 0.30400 -0.19651 -0.63426
O -0.45761 0.06796 0.35933
C -0.50316 -0.58960 -1.91768
C -1.86646 -0.44525 -1.87434
N -2.57049 -0.50180 -0.81616
C -4.04415 -0.43646 -0.80439
O -4.57777 -0.80118 -1.76168
C -4.71697 0.13295 0.44393
N -4.32597 1.25417 1.14282
H -3.17142 1.45051 1.15195
C -4.67423 1.46346 2.40139
C -3.65343 0.52301 3.47919
C -3.97926 -0.66407 4.07871
C -2.86358 -0.90910 4.63561
C -1.91920 0.23848 4.54465
O -2.55498 1.02886 3.77695
H -0.87940 0.34503 5.01685
H -2.55935 -1.81807 5.34208
H -4.99257 -1.26760 3.78663
H -4.42461 2.68931 2.71583
H -5.61180 0.98447 2.70320
H -4.31590 -0.90579 1.27946
H -5.65805 -0.21572 0.39012
H -2.07398 -0.28855 0.24916
S -2.54747 -1.15252 -3.42845
C -0.97919 -1.00773 -4.07556
C 0.04325 -0.74006 -3.10519
C 1.31153 -0.76611 -4.03405
H 1.87875 -1.40997 -3.27144
H 1.65609 0.16035 -3.91661
C 0.83209 -1.45827 -5.08456
H 1.37813 -0.93842 -6.18366
H 1.17860 -2.58698 -5.35709
C -0.68827 -1.20499 -5.50763
H -1.16983 -2.06724 -5.95296
H -1.05062 -0.28939 -6.08771
H 1.90983 -0.18226 -1.68810
H 1.25976 0.34984 1.88301
H 1.20132 1.45728 3.69230
H 1.59147 0.02348 4.04669
```

Atomic partial charges in e from the Löwdin method, atoms 1 to 8: atom 1 (C): -0.141, atom 2 (H): 0.147, atom 3 (O): -0.029, atom 4 (C): -0.312, atom 5 (C): 0.049, atom 6 (C): -0.069, atom 7 (C): -0.109, atom 8 (C): -0.104

---

# C23H26B2BaF11N8O10S3

A structure of composition C23H26B2BaF11N8O10S3 in a non-equilibrium geometry (ωB97M-V/def2-TZVPD, OMol25).

LUMO = -0.02 eV
HOMO level = -5.73 eV
Energy above the lowest of the compared OMol25 structures with the same formula, charge and spin = 50.8 kcal per mole
Net charge = -1
Electronic energy = -4451.09167 hartree

Structure (XYZ):
```
84
C23H26B2BaF11N8O10S3 | OMol25 | ωB97M-V/def2-TZVPD
Ba 0.89696 -0.23731 0.36859
C -3.34442 -2.97438 0.27811
C -2.62290 -1.71311 0.64351
N -2.68778 -0.63304 -0.01189
O -3.42920 -0.68499 -1.17778
B -4.28653 0.44372 -1.34699
F -4.68121 0.57410 -2.63658
F -5.26987 0.61848 -0.41522
O -3.24642 1.71210 -1.12102
N -2.83541 1.85531 0.01118
C -1.75482 2.97037 -0.00535
C -1.63044 3.81055 -1.21247
C -1.02509 3.14388 1.11804
N -1.24629 2.09766 2.08370
O -0.46005 2.06563 3.02376
B -0.71435 0.76675 4.12922
F 0.35038 0.91796 4.95480
F -1.92326 1.10791 4.66578
O -0.66123 -0.50997 3.48320
N -1.39116 -0.57304 2.30531
C -1.80245 -1.71703 1.92445
C -1.58895 -3.00125 2.65326
C -0.09337 4.26761 1.38062
H -4.07382 -2.77242 -0.49945
H -3.84652 -3.38446 1.15509
H -2.64658 -3.72874 -0.09102
H -2.42665 3.66127 -1.93486
H -0.67874 3.55625 -1.68755
H -1.57301 4.86308 -0.93156
H -0.87376 -2.85240 3.45780
H -1.21781 -3.77802 1.98377
H -2.52934 -3.35690 3.07844
H 0.54393 4.45977 0.52460
H 0.53055 4.05438 2.24434
H -0.67064 5.17810 1.56790
O -0.18042 -0.70438 -3.27752
C 0.26511 0.16322 -2.54855
O -0.27124 0.76076 -1.53738
C 1.73154 0.62353 -2.80625
C 2.07034 0.91548 -4.15528
C 3.30848 1.38842 -4.44432
C 4.25664 1.51620 -3.39970
C 5.57101 1.99510 -3.61003
C 6.46699 2.04297 -2.57962
C 6.08274 1.59611 -1.29491
C 4.81109 1.15071 -1.06296
C 3.85799 1.12594 -2.10841
N 2.59157 0.71665 -1.81234
H 1.31501 0.77236 -4.91389
H 3.58996 1.66993 -5.45226
H 5.85227 2.31232 -4.60750
H 7.46978 2.41679 -2.74417
H 6.80446 1.60047 -0.48641
H 4.50154 0.81128 -0.08300
F 2.87828 -4.33276 -1.68941
C 1.76263 -3.73204 -2.08812
F 2.04321 -2.53826 -2.56342
F 1.21124 -4.47038 -3.03681
S 0.55118 -3.62334 -0.63230
O 0.02681 -2.24793 -0.55212
O -0.36315 -4.68224 -0.89609
N 1.48293 -3.88254 0.69127
S 2.32391 -2.60000 1.17285
O 2.91173 -1.87558 0.02385
O 1.65683 -1.78862 2.20901
C 3.73212 -3.40427 2.05683
F 4.60960 -2.44897 2.35658
F 3.31273 -3.97719 3.17638
F 4.32150 -4.31010 1.29100
C 5.19702 5.63686 -0.90448
N 4.15779 5.01284 -1.69375
C 3.03000 4.34674 -1.32850
S 1.82034 4.20115 -2.50322
N 2.86970 3.85525 -0.10217
C 3.87653 3.63840 0.92867
H 5.53330 6.52504 -1.44002
H 6.06162 4.98712 -0.74761
H 4.82383 5.96554 0.06220
H 4.11652 5.26929 -2.66518
H 2.05865 3.22247 0.04176
H 4.86057 3.45412 0.50743
H 3.55454 2.75223 1.46728
H 3.93077 4.47336 1.63173
F 1.64599 1.81166 1.06302
```

Atomic partial charges in e from the Löwdin method, atoms 1 to 8: atom 1 (Ba): 2.154, atom 2 (C): 0.009, atom 3 (C): -0.252, atom 4 (N): 0.118, atom 5 (O): 0.093, atom 6 (B): -1.046, atom 7 (F): 0.203, atom 8 (F): 0.187